Entry from the OMol25 dataset: a structure of composition C42H37N4O4P2Zn (ωB97M-V with the def2-TZVPD basis set).

```
90
Properties=species:S:1:pos:R:3:forces:R:3
Zn 0.731 0.219 0.678 0.2 -0.5 -0.1
C 2.494 0.190 -2.281 0.0 0.0 0.0
C 1.503 1.310 -2.205 0.0 0.0 -0.1
C 1.545 2.363 -3.120 -0.1 0.0 0.0
C 0.623 3.384 -3.024 0.0 0.0 0.0
C -0.347 3.329 -2.033 -0.1 0.0 0.0
C -0.336 2.256 -1.162 0.1 0.0 -0.2
N 0.585 1.279 -1.238 -0.1 0.1 0.0
C -1.334 2.113 -0.072 -0.1 0.0 0.1
C -2.568 2.749 -0.052 0.0 0.0 0.0
C -3.407 2.510 1.025 0.0 0.0 0.0
C -3.014 1.647 2.036 0.0 0.0 0.0
C -1.779 1.022 1.929 -0.1 0.1 -0.2
N -0.986 1.284 0.900 -0.2 0.1 0.0
C -1.249 0.018 2.889 0.1 -0.2 0.2
C -1.950 -0.365 4.017 0.0 0.1 0.0
C -1.382 -1.301 4.870 0.1 0.0 0.0
C -0.146 -1.825 4.563 0.0 0.0 0.0
C 0.508 -1.410 3.401 -0.1 0.0 0.1
C 1.844 -1.993 3.058 0.0 0.0 -0.1
N -0.044 -0.505 2.592 -0.1 0.0 0.1
H 3.423 0.482 -1.787 0.0 0.0 0.0
H 2.725 -0.051 -3.319 0.0 0.0 0.0
H 2.111 -0.691 -1.773 0.0 0.0 0.0
H 2.306 2.370 -3.888 0.0 0.0 0.0
H 0.653 4.220 -3.710 0.0 0.0 0.0
H -1.075 4.120 -1.928 0.0 0.0 0.0
H -2.880 3.395 -0.860 0.0 0.0 0.0
H -4.375 2.991 1.072 0.0 0.0 0.0
H -3.668 1.467 2.876 0.0 0.0 0.0
H -2.916 0.061 4.246 0.0 0.0 0.0
H -1.904 -1.610 5.767 0.0 0.0 0.0
H 0.326 -2.555 5.206 0.0 0.0 0.0
H 2.527 -1.874 3.900 0.0 0.0 0.0
H 2.277 -1.517 2.185 0.0 0.0 0.0
H 1.739 -3.063 2.862 0.0 0.0 0.0
O -2.147 -0.877 -0.298 0.1 0.2 0.2
P -2.474 -1.927 -1.291 -0.1 -0.4 -0.5
C -1.047 -2.994 -1.764 0.0 0.2 0.3
P 0.259 -3.082 -0.488 -0.3 -0.6 -0.2
O 0.715 -1.738 -0.040 0.2 0.4 0.1
C 1.622 -3.996 -1.224 -0.1 0.1 0.1
C 2.910 -3.621 -0.845 0.0 0.1 0.0
C 4.002 -4.321 -1.333 0.0 0.0 0.0
C 3.812 -5.391 -2.197 0.0 0.0 0.0
C 2.529 -5.760 -2.581 0.0 0.0 0.0
C 1.433 -5.065 -2.097 0.0 0.0 0.0
C -0.429 -4.097 0.839 0.1 0.1 -0.1
C -0.037 -5.419 1.039 0.0 0.0 0.0
C -0.613 -6.161 2.059 0.0 0.0 0.0
C -1.577 -5.589 2.878 0.0 0.0 0.0
C -1.961 -4.269 2.687 0.0 0.0 0.0
C -1.384 -3.519 1.675 0.0 0.1 0.0
C -2.989 -1.228 -2.878 0.1 0.0 0.2
C -3.121 0.155 -2.934 0.0 0.0 0.0
C -3.470 0.771 -4.128 0.0 0.0 0.0
C -3.687 0.003 -5.263 0.0 0.0 0.0
C -3.556 -1.378 -5.208 0.0 -0.1 0.0
C -3.205 -1.996 -4.019 0.0 0.0 0.1
C -3.779 -3.024 -0.692 0.1 0.1 -0.1
C -4.133 -4.220 -1.311 0.0 0.0 0.1
C -5.170 -4.983 -0.796 0.0 -0.1 0.0
C -5.856 -4.555 0.332 0.0 0.0 0.0
C -5.509 -3.360 0.948 0.0 0.0 0.0
C -4.473 -2.596 0.437 0.0 0.0 0.0
H -0.597 -2.551 -2.655 0.0 0.0 0.0
H -1.393 -4.002 -2.001 0.0 0.0 0.0
H 3.044 -2.774 -0.182 0.0 0.0 0.0
H 5.003 -4.031 -1.042 0.0 0.0 0.0
H 4.665 -5.936 -2.577 0.0 0.0 0.0
H 2.386 -6.590 -3.260 0.0 0.0 0.0
H 0.434 -5.358 -2.399 0.0 0.0 0.0
H 0.716 -5.865 0.404 0.0 0.0 0.0
H -0.306 -7.187 2.215 0.0 0.0 0.0
H -2.029 -6.173 3.669 0.0 0.0 0.0
H -2.707 -3.822 3.332 0.0 0.0 0.0
H -1.663 -2.481 1.526 0.0 0.0 0.0
H -2.945 0.732 -2.034 0.0 0.0 0.0
H -3.571 1.847 -4.173 0.0 0.0 0.0
H -3.959 0.481 -6.195 0.0 0.0 0.0
H -3.727 -1.973 -6.096 0.0 0.0 0.0
H -3.101 -3.074 -3.984 0.0 0.0 0.0
H -3.603 -4.568 -2.189 0.0 0.0 0.0
H -5.444 -5.913 -1.276 0.0 0.0 0.0
H -6.665 -5.154 0.729 0.0 0.0 0.0
H -6.047 -3.027 1.826 0.0 0.0 0.0
H -4.185 -1.660 0.901 0.0 0.0 0.0
O 2.800 0.275 0.783 0.1 0.0 0.0
N 2.918 1.406 1.342 -0.1 0.1 0.1
O 1.823 1.932 1.580 0.3 0.0 0.0
```
Forces are in eV/Å.

As for the charge: +1. As for the highest occupied orbital energy: -0.412 Eh. The total energy is -125300.258 eV. The value obtained for the LUMO energy is -2.6 eV. The calculation puts the energy relative to the best compared isomer or geometry (same formula, charge and spin) at 0.0 kJ/mol. The largest force on an atom is 0.669 eV/Å.